1.
DFT (ωB97M-V with the def2-TZVPD basis set) results for a molecular structure, C35H30BrN6OV.

Each line ends with the Mulliken spin population.
CARTESIAN COORDINATES (ANGSTROEM)
1 V -0.2777 0.1618 -0.1370  1.484
2 C 0.2249 -2.5238 -2.0227  0.020
3 C 1.4168 -3.2103 -1.3196  0.001
4 C 1.5564 -2.9130 0.1476  0.003
5 C 0.9654 -3.9345 1.0925  -0.005
6 C 1.3679 -3.8606 2.5644  0.000
7 C 2.0796 -2.5563 2.9562  0.003
8 C 1.9215 -1.4593 1.8871  -0.001
9 N 1.9661 -1.7643 0.5019  0.005
10 N 0.2239 -1.0544 -2.1488  -0.042
11 C 1.4837 -0.5402 -2.6825  -0.033
12 C 1.9809 0.6610 -1.9306  -0.025
13 C 2.8654 1.5290 -2.5604  0.039
14 C 3.4628 2.5444 -1.8359  -0.045
15 C 3.1673 2.6211 -0.4798  0.025
16 C 2.2579 1.7342 0.0630  -0.016
17 N 1.6260 0.7895 -0.6459  -0.013
18 C -0.8861 -0.6678 -3.0291  0.035
19 C -2.1682 -0.3633 -2.3045  0.016
20 C -3.3901 -0.5178 -2.9492  0.002
21 C -4.5549 -0.2025 -2.2711  -0.004
22 C -4.4499 0.2742 -0.9724  0.006
23 C -3.1923 0.4356 -0.4203  -0.002
24 N -2.0763 0.1222 -1.0691  -0.031
25 H -0.7020 -2.7772 -1.5035  -0.010
26 H 0.1798 -2.9680 -3.0309  0.002
27 H 2.3573 -2.9429 -1.8050  0.000
28 H 1.2741 -4.2848 -1.4606  -0.001
29 H 1.0382 -4.9506 0.7029  0.000
30 H 1.8703 -4.7672 2.8974  0.000
31 H 3.0436 -2.6621 3.4398  0.000
32 H 2.5734 -0.6029 2.0755  -0.003
33 H 1.4115 -0.3187 -3.7556  -0.002
34 H 2.2711 -1.2893 -2.5720  -0.005
35 H 3.0827 1.4056 -3.6102  0.000
36 H 4.1463 3.2371 -2.3017  -0.005
37 H 3.6374 3.3605 0.1486  0.001
38 H 2.0105 1.7967 1.1157  -0.014
39 H -1.0781 -1.4438 -3.7875  0.001
40 H -0.6123 0.2399 -3.5807  -0.005
41 H -3.4242 -0.8735 -3.9678  0.000
42 H -5.5164 -0.3269 -2.7422  -0.001
43 H -5.3280 0.5167 -0.3977  0.000
44 H -3.0652 0.8171 0.5838  -0.003
45 Br -0.3515 -4.5005 4.9384  0.000
46 C 0.1061 -3.4259 3.3866  0.001
47 C -1.0464 -3.1913 2.4313  -0.002
48 C -0.4447 -3.3991 1.0787  0.011
49 C -0.6370 -1.9660 1.6114  -0.012
50 O -1.3752 -1.1933 0.8284  -0.015
51 C 0.4616 -1.2287 2.4331  0.035
52 C 0.0490 0.1682 2.6527  0.001
53 N -0.2364 0.9197 1.6392  -0.120
54 C -0.5637 2.2553 1.7441  -0.018
55 C -0.7886 3.0031 2.9017  -0.001
56 C -1.0027 4.3745 2.8136  0.003
57 C -0.9708 5.0293 1.6013  -0.001
58 C -0.7862 4.3102 0.4048  0.025
59 C -0.7545 4.8883 -0.8821  -0.083
60 C -0.5700 4.0677 -1.9763  0.037
61 C -0.4345 2.6979 -1.8000  -0.054
62 N -0.4588 2.1165 -0.6030  -0.113
63 C -0.6160 2.9024 0.4857  -0.015
64 C 0.8009 -2.0862 3.6627  -0.004
65 H -2.0565 -3.4812 2.6688  0.000
66 H -1.0901 -3.6562 0.2518  -0.004
67 H -0.0227 0.5305 3.6740  -0.006
68 H -0.8072 2.5288 3.8699  -0.001
69 H -1.1846 4.9319 3.7204  0.000
70 H -1.0923 6.0986 1.5595  0.000
71 H -0.8609 5.9546 -1.0051  -0.007
72 H -0.5204 4.4690 -2.9761  0.001
73 H -0.2602 2.0509 -2.6499  -0.033
74 H 0.7733 -1.6396 4.6518  0.000

Forces on the atoms, in the same order (eV/Å):
0.3 -1.8 -1.6
0.0 -0.6 0.0
-0.1 0.2 -0.1
0.1 -0.3 0.2
-0.1 -0.1 0.0
0.1 -0.2 0.0
0.6 0.0 0.0
0.2 0.0 0.4
0.3 -0.2 -0.6
0.0 0.3 0.2
0.3 0.0 0.0
0.2 0.1 -0.3
0.1 0.2 0.2
-0.2 -0.3 0.1
0.0 -0.2 0.1
0.5 0.4 0.1
1.1 0.2 -0.4
-0.3 0.1 -0.3
-0.3 -0.1 -0.4
0.0 0.0 0.1
0.3 0.0 0.1
0.1 0.0 -0.1
-0.6 0.1 0.2
-0.6 -0.1 -0.9
0.0 0.0 -0.1
-0.1 0.1 0.1
-0.1 -0.2 0.0
0.0 0.1 -0.1
0.0 0.0 0.0
-0.1 0.1 0.1
0.1 0.1 0.0
-0.1 0.0 0.2
0.0 -0.1 0.2
-0.1 0.1 -0.1
0.0 -0.1 -0.1
0.0 0.1 0.0
0.0 0.1 0.1
-0.1 0.0 -0.1
0.1 0.2 0.1
0.1 -0.2 0.1
0.0 -0.1 -0.1
-0.1 0.0 0.0
-0.1 0.1 0.1
0.0 0.0 0.0
0.1 0.1 -0.3
-0.3 -0.1 0.2
-0.2 0.0 0.0
0.0 0.1 0.2
0.1 -1.1 0.4
-0.6 0.1 -0.3
-0.1 -0.1 0.1
-0.1 0.1 -0.2
0.2 -0.6 1.9
-0.4 2.1 0.7
0.2 -1.1 -0.9
-0.1 0.7 -0.4
0.0 -0.2 0.4
0.0 -0.7 0.0
0.1 -0.3 -0.6
-0.1 0.8 0.4
0.0 -0.5 0.4
-0.3 0.4 -0.5
-0.2 1.2 0.7
0.1 0.2 0.3
-0.1 0.0 0.1
-0.1 0.2 0.0
0.1 0.2 0.0
0.0 -0.1 0.1
0.0 0.1 0.0
-0.1 0.2 0.0
0.0 0.1 0.0
0.0 0.1 -0.1
-0.1 0.0 0.0
0.0 0.1 0.0

The energy above the lowest of the compared OMol25 structures with the same formula, charge and spin is 87.01 kJ/mol. As for the total charge: +1. Its HOMO-LUMO gap (alpha / beta) is 6.208 / 4.143 eV. Its spin multiplicity is 2.



2.
DFT (ωB97M-V with the def2-TZVPD basis set) results for a single C27H24N4O5S molecule.

Each line ends with the natural charge from an NBO analysis.
CARTESIAN COORDINATES (ANGSTROEM)
1 C -6.4209 -1.6302 -1.5380  -0.252
2 O -5.3918 -2.3066 -0.8565  -0.490
3 C -4.1340 -1.8056 -0.9110  0.323
4 C -3.7549 -0.6781 -1.6349  -0.271
5 C -2.4455 -0.2414 -1.5926  -0.158
6 C -1.4889 -0.9212 -0.8484  -0.146
7 C -0.1239 -0.4181 -0.7415  0.442
8 N 0.8344 -1.2800 -0.4254  -0.488
9 C 2.0680 -0.8124 -0.3132  0.557
10 C 2.3805 0.5388 -0.4661  -0.195
11 C 1.2879 1.3547 -0.7384  0.148
12 S 1.4877 3.0957 -0.7800  0.297
13 C -0.2612 3.5726 -0.7312  -0.621
14 C -1.0027 2.7601 0.3328  0.710
15 O -0.4870 2.4137 1.3689  -0.613
16 N -2.3091 2.5729 0.0035  -0.633
17 C -3.2597 1.7743 0.6514  0.269
18 C -4.5976 1.9315 0.3011  -0.305
19 C -5.5593 1.1268 0.8840  -0.183
20 C -5.2076 0.1526 1.7972  -0.299
21 C -3.8690 -0.0071 2.1441  0.341
22 O -3.5454 -0.9764 3.0338  -0.661
23 C -2.8987 0.8115 1.5821  -0.352
24 N 0.0636 0.8864 -0.9199  -0.535
25 C 3.7663 1.0696 -0.2865  -0.474
26 C 4.7356 -0.0376 0.0111  0.046
27 C 6.1021 0.2111 0.1774  -0.101
28 C 6.6437 1.6151 0.0783  -0.077
29 O 7.9986 1.7401 0.4183  -0.700
30 C 6.9338 -0.8705 0.4280  0.017
31 N 6.5080 -2.1170 0.5375  -0.412
32 C 5.2224 -2.3758 0.3969  0.201
33 C 4.7658 -3.7907 0.5286  -0.646
34 C 4.2993 -1.3526 0.1239  0.222
35 O 2.9907 -1.7421 -0.0159  -0.443
36 C -1.8637 -2.0743 -0.1568  -0.148
37 C -3.1680 -2.5052 -0.1806  -0.260
38 H -6.5229 -0.6008 -1.1820  0.180
39 H -7.3327 -2.1827 -1.3170  0.201
40 H -6.2532 -1.6297 -2.6200  0.176
41 H -4.4729 -0.1329 -2.2268  0.213
42 H -2.1479 0.6315 -2.1528  0.219
43 H -0.6867 3.4307 -1.7239  0.231
44 H -0.2659 4.6308 -0.4662  0.255
45 H -2.6476 3.0216 -0.8354  0.396
46 H -4.8800 2.6808 -0.4244  0.203
47 H -6.5985 1.2625 0.6218  0.214
48 H -5.9445 -0.4918 2.2471  0.226
49 H -2.5899 -0.9846 3.1709  0.484
50 H -1.8620 0.6926 1.8541  0.245
51 H 4.0757 1.6099 -1.1897  0.230
52 H 3.7661 1.8093 0.5251  0.238
53 H 6.0277 2.2870 0.6977  0.169
54 H 6.5707 1.9625 -0.9583  0.193
55 H 8.1203 1.4564 1.3314  0.467
56 H 8.0014 -0.7348 0.5336  0.201
57 H 4.2606 -4.1065 -0.3821  0.228
58 H 4.0530 -3.8784 1.3465  0.226
59 H 5.6227 -4.4295 0.7168  0.235
60 H -1.1133 -2.6073 0.4052  0.234
61 H -3.4795 -3.3810 0.3659  0.228

Forces on the atoms, in the same order (eV/Å):
-0.2 0.1 -0.1
0.2 -0.2 0.2
0.3 0.0 0.0
-0.3 -0.1 -0.1
0.3 -0.2 0.1
-0.5 -0.2 -0.1
0.5 0.1 0.0
0.4 -0.3 0.1
-0.7 0.7 -0.2
0.0 -0.2 0.0
0.0 -0.2 -0.1
0.0 0.2 0.0
0.5 -0.3 0.0
-0.1 0.5 0.0
0.0 0.0 0.2
-0.4 0.2 -0.2
-0.3 -0.1 0.3
0.1 0.1 0.0
0.1 0.0 0.0
0.1 -0.2 0.2
-0.1 0.4 -0.4
0.1 -0.2 0.2
0.1 -0.1 0.1
0.0 0.0 -0.3
0.0 0.1 0.0
-0.1 -0.3 0.0
0.1 -0.3 0.0
-0.4 0.1 -0.1
0.3 -0.1 0.1
0.1 0.6 -0.1
0.0 -0.4 0.1
-0.4 0.1 -0.1
-0.1 0.0 0.0
0.8 0.3 0.1
0.0 -0.2 0.0
0.0 0.1 -0.1
-0.2 0.0 -0.1
0.0 0.0 0.0
0.0 0.1 0.0
0.0 0.0 0.0
-0.1 0.0 0.0
0.0 0.1 0.0
-0.1 0.0 0.1
0.0 0.0 0.0
0.2 -0.1 0.1
0.0 0.1 -0.1
-0.1 0.0 0.0
-0.1 -0.1 0.1
-0.1 0.0 0.0
0.1 0.0 0.0
0.1 0.0 0.1
0.1 0.0 0.0
0.0 -0.1 -0.2
-0.1 0.0 0.1
0.0 0.0 0.0
0.0 0.1 0.0
-0.1 -0.1 0.0
-0.1 -0.1 0.0
0.0 0.0 0.0
0.1 -0.1 0.1
0.0 -0.1 0.1

The energy above the lowest of the compared OMol25 structures with the same formula, charge and spin is 7.12 kJ/mol. As for the total charge: 0. Its HOMO-LUMO gap is 8.580 eV. Its structure (SMILES) is COc1ccc(-c2nc3c(c(SCC(=O)Nc4cccc(O)c4)n2)Cc2c(CO)cnc(C)c2O3)cc1.